An isolated molecule of C4H5NO2. Source: the Open Molecules 2025 dataset; level of theory: ωB97M-V/def2-TZVPD.

Results
frontier orbital gap: 8.63 eV
relative energy (zero: lowest compared OMol25 entry of this formula, charge and spin): 369.87 kJ/mol

Last column: Mulliken charge in e.
Atoms and positions in Å:
1 N 0.05672 -1.71054 1.17994  -0.4653
2 C 0.27671 -0.53107 0.51474  0.5302
3 C -1.03378 -0.30940 -0.20560  -0.0937
4 O -2.11486 -0.86314 -0.15400  -0.5153
5 C 1.26396 0.27314 0.46485  -0.4867
6 C 1.24141 1.57880 -0.50356  0.1094
7 O 0.37586 1.74149 -1.48485  -0.5539
8 H -0.86612 -1.92053 1.08744  0.2263
9 H 0.80299 -2.42411 1.68337  0.2575
10 H -1.03348 0.59875 -0.76845  0.5367
11 H 2.11201 0.30429 1.41889  0.1582
12 H 2.00975 2.31981 -0.19263  0.2967

=====

An isolated molecule of C7H13BrO. Source: the Open Molecules 2025 dataset; level of theory: ωB97M-V/def2-TZVPD.

Results
frontier orbital gap (spin up / spin down): 8.19 / 8.17 eV
relative energy (zero: lowest compared OMol25 entry of this formula, charge and spin): 226.33 kJ/mol

Last column: Mulliken charge in e.
Atoms and positions in Å:
1 C 2.23682 -1.22323 0.24794  -0.3452
2 C 1.76830 0.79139 -0.57833  -0.5772
3 C 0.67781 0.45224 0.53259  -0.5123
4 C -1.08200 -1.30618 0.62421  -1.5854
5 C -0.96143 0.01875 -1.47551  -1.5597
6 C -1.76845 1.20217 0.60643  -1.5690
7 C -0.80325 0.08013 0.03378  1.9868
8 O 2.19859 -0.49508 -0.90529  -0.3541
9 Br 0.96512 1.14114 2.22984  -0.0094
10 H 2.87744 -0.83643 1.04435  0.2361
11 H 2.30198 -2.30766 -0.01968  0.2731
12 H 1.30251 1.38959 -1.46693  0.2819
13 H 2.57114 1.34433 -0.17273  0.4187
14 H -2.13182 -1.40928 0.60983  0.5472
15 H -0.67051 -1.28726 1.71753  0.2652
16 H -0.47996 -2.09299 0.16229  0.3525
17 H -1.30055 0.99736 -1.87184  0.3339
18 H 0.06171 -0.26042 -1.81595  0.4077
19 H -1.74085 -0.77058 -1.85090  0.3053
20 H -2.84665 1.16159 0.32804  0.3939
21 H -1.37655 2.21445 0.24521  0.3580
22 H -1.79938 1.19596 1.77511  0.3520

=====

A structure of composition C35H35MnN3O3P2. Source: the Open Molecules 2025 dataset; level of theory: ωB97M-V/def2-TZVPD.

Results
multiplicity: 4
total charge: +2
⟨S²⟩: 3.880
frontier orbital gap (spin up / spin down): 5.10 / 3.46 eV

Last column: Mulliken charge in e.
Atoms and positions in Å:
1 C -1.81079 2.72020 -4.04472  -0.5472
2 C -1.53832 1.39958 -3.65049  -0.0122
3 C -0.15588 0.98376 -3.78078  0.3991
4 C 0.83313 1.99143 -3.39786  1.0148
5 C 0.50915 3.35540 -3.69654  -0.5669
6 C -0.76065 3.68580 -4.10849  -0.6099
7 C 1.99581 1.56573 -2.80511  -0.5643
8 C 2.41977 0.29645 -3.08501  0.9408
9 C 1.40853 -0.68700 -3.50122  0.4291
10 C 1.67142 -2.03236 -3.08806  0.1267
11 C 3.00775 -2.46246 -3.12409  -0.6662
12 C 4.05050 -1.51152 -3.17722  -0.6226
13 C 3.77505 -0.16516 -3.04367  -0.8098
14 H -2.82669 3.01399 -4.25121  0.5211
15 H 1.30244 4.07091 -3.45335  0.4727
16 H -0.96366 4.73065 -4.39186  0.4195
17 H 2.49240 2.18602 -1.93284  0.4637
18 H 3.21519 -3.51990 -3.10926  0.5326
19 H 5.09344 -1.82620 -3.24702  0.4516
20 H 4.50127 0.61776 -2.83847  0.5434
21 N 0.17774 -0.31242 -3.91414  -0.5171
22 Mn 0.11268 0.22916 0.08772  -1.8858
23 C -2.45666 0.54857 -2.88266  -1.2260
24 H -2.41085 -0.52659 -3.08711  0.4704
25 H -3.47903 0.91669 -2.87193  0.7883
26 C 0.57791 -2.77772 -2.44198  -1.3148
27 H -0.38722 -2.74875 -2.96268  0.5336
28 H 0.87407 -3.78836 -2.18530  0.7607
29 P -1.88931 0.65117 -0.99872  0.8973
30 P 0.19238 -1.88030 -0.75099  1.0668
31 C 1.42800 -2.62570 0.37252  -1.3135
32 H 0.91105 -2.95131 1.29732  0.4572
33 H 1.89428 -3.50811 -0.09566  0.4488
34 H 2.21210 -1.89544 0.66038  0.2175
35 C -1.25250 -2.92654 -0.33040  -1.5883
36 H -0.91687 -3.96978 -0.29654  0.5215
37 H -1.64662 -2.65466 0.65509  0.4515
38 H -2.02822 -2.83319 -1.10010  0.3431
39 C -2.33682 2.37104 -0.49688  -1.4921
40 H -3.24305 2.69289 -1.03302  0.4869
41 H -2.55632 2.37438 0.58701  0.4807
42 H -1.51743 3.08884 -0.67491  0.2004
43 C -3.32436 -0.22461 -0.28352  -1.3773
44 H -3.25563 -0.20951 0.81012  0.4263
45 H -4.23873 0.29281 -0.59434  0.4956
46 H -3.37111 -1.26059 -0.63391  0.3396
47 C -0.73760 -0.32331 1.57044  0.3267
48 O -1.07441 -0.57711 2.66589  -0.2856
49 H 0.45859 0.44762 -1.27731  2.2047
50 O 0.90204 3.69583 -0.23666  -0.7113
51 C 1.48159 2.95745 0.59236  -0.5096
52 N 2.37034 3.43341 1.56235  -0.0809
53 C 2.62880 2.44470 2.56147  2.4865
54 C 2.25130 1.18402 1.74321  -0.5775
55 O 2.65558 0.02432 1.98056  -0.6603
56 N 1.39865 1.56834 0.74094  0.1917
57 C 4.04434 2.61051 3.18443  -0.2371
58 C 5.07144 1.73530 2.83507  -0.2131
59 C 6.36145 1.82475 3.39041  -0.8816
60 C 6.65923 2.85562 4.28360  -0.4085
61 C 5.68033 3.78401 4.61281  -0.9129
62 C 4.38628 3.66177 4.07206  -0.0175
63 C 1.57655 2.51121 3.71099  -0.1403
64 C 1.61811 1.49961 4.68536  -0.2820
65 C 0.59676 1.37804 5.61291  -0.7615
66 C -0.48012 2.26352 5.59174  -0.4874
67 C -0.49549 3.30470 4.65310  -0.9779
68 C 0.54820 3.44825 3.74158  -0.1343
69 H 2.51719 4.40398 1.73785  0.3684
70 H 4.86004 0.94435 2.11444  0.2681
71 H 7.09947 1.06972 3.12039  0.4069
72 H 7.65266 2.91404 4.71581  0.4083
73 H 5.91310 4.60449 5.30106  0.3877
74 H 3.63740 4.40182 4.34834  0.4095
75 H 2.45561 0.80063 4.62892  0.4871
76 H 0.63856 0.53934 6.31441  0.4196
77 H -1.30394 2.11036 6.27962  0.4367
78 H -1.34241 3.96943 4.61183  0.4707
79 H 0.54192 4.28356 3.03952  0.4190

=====

A cluster of 3 separate species, C5H15NO2 in total. Source: the Open Molecules 2025 dataset; level of theory: ωB97M-V/def2-TZVPD.

Results
frontier orbital gap: 9.10 eV
relative energy (zero: lowest compared OMol25 entry of this formula, charge and spin): 181.66 kJ/mol

Last column: Mulliken charge in e.
Atoms and positions in Å:
1 C -1.28812 -1.44392 1.40025  -0.8936
2 C 0.15187 -2.03586 1.08177  -0.5818
3 C 0.14476 -2.32901 -0.44433  -0.6636
4 C 0.76060 -1.25206 -1.32547  -0.4008
5 C 1.04579 -0.04820 -0.84084  -0.2940
6 N 1.20799 1.11742 -1.61529  -0.4351
7 H -2.01163 -2.14002 0.93816  0.4094
8 H -1.34453 -0.49058 0.87324  0.0328
9 H -1.50798 -1.34974 2.46922  0.3370
10 H 0.88055 -1.44334 1.64517  0.3251
11 H 0.13597 -2.99207 1.57953  0.3635
12 H 0.76235 -3.24638 -0.56836  0.3414
13 H -0.85608 -2.66257 -0.73701  0.3531
14 H 0.92395 -1.49728 -2.36071  0.3371
15 H 1.05851 0.21035 0.20569  0.4127
16 H 1.21706 1.10690 -2.62489  0.1910
17 H 2.04210 1.63483 -1.35060  0.2390
18 O 0.32448 2.69330 1.78216  -0.6117
19 H -0.03220 3.17129 1.03050  0.2766
20 H -0.30073 1.95186 1.73860  0.3408
21 O -1.82695 2.14538 -0.60016  -0.6644
22 H -1.37581 2.98304 -0.46121  0.2971
23 H -1.32455 1.36012 -0.34519  0.2883

=====

A structure of composition C5H8N2O3S. Source: the Open Molecules 2025 dataset; level of theory: ωB97M-V/def2-TZVPD.

Results
frontier orbital gap: 9.62 eV
relative energy (zero: lowest compared OMol25 entry of this formula, charge and spin): 347.13 kJ/mol

Last column: Mulliken charge in e.
Atoms and positions in Å:
1 C 0.72045 0.50808 -2.64055  -0.6066
2 C 0.57549 1.87155 -0.77750  0.5666
3 C 0.36086 0.99614 0.45567  0.6261
4 C -0.68331 -0.73760 1.53012  -0.5699
5 C -1.40134 -2.01662 1.26751  -0.2980
6 H 0.40855 0.50245 -3.60084  0.2672
7 H 2.04411 0.77211 -2.78513  0.2457
8 H 0.26029 -0.30990 -2.08384  0.2756
9 H -1.49259 0.03007 2.17504  0.2632
10 H -0.01179 -0.67058 2.31175  0.4787
11 H -2.11508 -1.93780 0.42685  0.2392
12 H -1.88852 -2.42702 2.24113  0.2738
13 H 0.04637 -2.47220 0.14543  0.3079
14 N 1.25354 2.97245 -0.48366  -0.4818
15 N 0.90271 1.45854 1.52256  -0.4933
16 O 0.11857 1.61201 -1.99079  -0.3921
17 O -0.26881 -0.13666 0.34735  -0.2974
18 O -0.45143 -2.92555 0.76405  -0.5047
19 S 1.62192 2.91051 1.17487  0.0997

=====

A structure of composition C35H51Br24Cl3FIN2O3S. Source: the Open Molecules 2025 dataset; level of theory: ωB97M-V/def2-TZVPD.

Results
frontier orbital gap: 7.49 eV

Last column: Mulliken charge in e.
Atoms and positions in Å:
1 C -1.24975 -0.97903 1.99959  -1.0146
2 C -0.32808 -0.35683 1.56391  -0.4956
3 N 0.79872 0.43885 1.16768  2.2443
4 C 1.46919 0.59014 2.50918  -1.4067
5 C 0.74186 1.13152 3.76290  -1.4521
6 C -0.55933 1.95837 3.75418  -0.9367
7 I 0.36998 -0.52287 5.17728  0.0200
8 C 1.53405 -0.55614 0.22491  1.0085
9 C 1.41698 -2.05672 0.61062  -1.7449
10 C 0.26844 -2.94098 0.05398  -1.4168
11 O 0.05532 -3.99747 1.00110  -0.4131
12 C -1.29064 -4.42728 1.00823  0.0004
13 C -1.60926 -5.46538 -0.09771  -1.1963
14 C 3.09676 -0.32560 0.24820  -1.0876
15 S 4.05491 -1.21370 1.52452  0.1951
16 C 4.99817 -0.00225 2.51397  0.0476
17 C 6.15228 -0.78362 3.21342  -0.9233
18 C 1.02140 -0.49565 -1.23151  0.9742
19 C 1.66006 -1.49755 -2.24870  -0.4435
20 O 2.71624 -2.09647 -2.12145  -0.6204
21 O 0.89481 -1.74052 -3.24725  -0.8561
22 N 0.98667 0.85113 -1.87746  0.1588
23 Cl 2.34962 1.08034 -2.96491  -0.0522
24 C 1.14242 1.90593 -0.91734  -1.6053
25 F 0.91169 3.16790 -1.43690  -0.5993
26 C 0.35232 1.73410 0.48100  1.5890
27 C -1.08385 1.71984 -0.07441  -2.5845
28 C -2.40189 1.64060 0.73461  -0.5991
29 C -3.38270 0.60730 0.07830  -0.0068
30 C -4.76262 0.76736 0.72722  -0.9788
31 C -4.91294 -0.05218 2.05280  0.5723
32 C -5.95212 0.57583 3.02967  -0.6841
33 C -5.19257 1.07400 4.29371  -1.1251
34 C 0.96612 3.02247 1.08420  0.4333
35 Cl 2.74384 3.16830 1.34039  -0.1586
36 C 0.40213 4.19540 1.37516  0.7689
37 C 1.13852 5.42242 1.90075  -1.0126
38 Cl -1.29326 4.51628 1.14367  -0.2056
39 H -2.11240 -1.58088 2.19007  0.7778
40 H 1.67584 -0.45391 2.79241  1.1444
41 H 2.48559 0.98190 2.48835  0.4819
42 H 1.47377 1.70624 4.33887  0.9771
43 H -0.50625 2.71956 4.54624  0.2633
44 H -1.40473 1.32307 4.05090  0.4384
45 H -0.86044 2.46927 2.83906  -0.0776
46 H 2.27474 -2.54550 0.11961  1.5158
47 H 1.52583 -2.29660 1.67405  -0.1974
48 H -0.67515 -2.41074 -0.15445  0.3469
49 H 0.53801 -3.44096 -0.89009  0.7230
50 H -1.44276 -4.95266 1.96542  0.4358
51 H -2.02506 -3.60332 0.98889  -0.0078
52 H -2.68339 -5.68514 -0.01106  0.3859
53 H -1.01877 -6.37166 0.05996  0.2951
54 H -1.41177 -5.01379 -1.07869  0.2910
55 H 3.54613 -0.44610 -0.74081  0.7713
56 H 3.30275 0.73139 0.50285  -0.1671
57 H 5.40631 0.77161 1.84849  0.3619
58 H 4.37132 0.49086 3.27165  0.1261
59 H 6.16531 -1.83444 2.90144  0.1935
60 H 5.99175 -0.69531 4.29573  0.3109
61 H 7.12320 -0.31267 3.02015  0.2912
62 H -0.04112 -0.78792 -1.21839  -0.5596
63 H 2.22995 1.95630 -0.75074  1.3122
64 H -1.21766 0.91812 -0.81977  0.6573
65 H -1.23387 2.60701 -0.70465  1.1986
66 H -2.34775 1.34251 1.78620  -0.6886
67 H -3.01275 2.55074 0.71738  1.3436
68 H -2.98651 -0.41744 0.10033  -0.1198
69 H -3.50233 0.88895 -0.98367  0.2812
70 H -5.56139 0.50314 0.01521  -0.2566
71 H -4.98354 1.81022 1.01636  0.4278
72 H -3.92544 -0.06956 2.53942  -0.4536
73 H -5.19863 -1.06902 1.74152  0.4068
74 H -6.63660 -0.22924 3.32762  0.3737
75 H -6.49929 1.40985 2.57449  0.3495
76 H -5.89647 1.29895 5.10236  0.4270
77 H -4.49674 0.27553 4.59128  0.2868
78 H -4.55877 1.94227 4.05706  0.2107
79 H 1.55341 5.16499 2.88468  0.2723
80 H 0.47150 6.28129 2.01229  0.4791
81 H 1.93537 5.72367 1.20280  -0.1382
82 C 3.34871 5.19561 -2.06740  1.0195
83 Br 2.93816 6.25252 -3.62413  -0.0170
84 Br 4.84320 4.01956 -2.37570  0.0000
85 Br 3.62184 6.29886 -0.50293  -0.0520
86 H 2.48869 4.57021 -1.86978  -0.8392
87 C 2.94302 -0.57557 -6.82196  -0.3684
88 Br 4.14635 -1.97431 -7.40918  -0.0763
89 Br 2.33844 -0.84665 -5.00486  0.2530
90 Br 3.72572 1.18530 -7.08185  -0.1185
91 H 2.07108 -0.62525 -7.46014  0.3558
92 C -3.79289 -1.53920 -3.71035  -0.2584
93 Br -1.87588 -1.42714 -3.46091  0.2306
94 Br -4.59443 0.19677 -4.02340  -0.0759
95 Br -4.23262 -2.78915 -5.11094  -0.0362
96 H -4.22355 -1.92564 -2.79485  0.2189
97 C 2.52394 -3.79252 6.16981  -0.0551
98 Br 2.56351 -3.98854 4.25416  0.0833
99 Br 1.56338 -5.23450 7.01705  -0.0319
100 Br 4.29584 -3.58346 6.90216  -0.0347
101 H 1.98295 -2.88037 6.38468  -0.0041
102 C 7.87553 -3.71796 0.04110  -0.3808
103 Br 7.08073 -2.18956 -0.81782  0.0179
104 Br 9.38692 -3.21842 1.13319  -0.0304
105 Br 6.57263 -4.72634 1.04518  -0.0287
106 H 8.24783 -4.36627 -0.74036  0.3749
107 C -8.26083 -0.34703 -2.58374  -0.4038
108 Br -8.61551 -1.84438 -3.74268  0.0882
109 Br -9.88832 0.44136 -1.91455  -0.0181
110 Br -7.05519 -0.80635 -1.14655  0.0672
111 H -7.76536 0.40556 -3.18324  0.3074
112 C -9.26217 -4.11716 -6.97366  -0.3911
113 Br -7.35876 -3.98670 -6.68257  0.0522
114 Br -10.05671 -2.38785 -7.29610  -0.0121
115 Br -9.68846 -5.37214 -8.37435  -0.0431
116 H -9.69728 -4.50150 -6.06083  0.3522
117 C 7.45409 6.42557 -4.51314  0.0259
118 Br 7.01465 7.47331 -6.07086  -0.0104
119 Br 8.95692 5.26136 -4.83303  -0.0017
120 Br 7.72866 7.53627 -2.96014  -0.0207
121 H 6.60051 5.79328 -4.30364  -0.0272

=====

no.,E_tot (eV),molecular weight (g/mol)
1,-9810.4814,99.09
2,-79555.2014,193.08
3,-97355.3343,662.57
4,-11012.0635,121.18
5,-25269.0737,176.20
6,-1786472.4697,2749.83